No. 1
60
Properties=species:S:1:pos:R:3 method="wB97M-V/def2-TZVPD" lumo_energy_ev=-14.54 e_tot_ev=-40780.38585 total_charge=+3 homo_ev=-16.20 largest_force_ev_per_a=4.6
Hf -3.3024 -29.2678 17.9960
N -4.8865 -28.3690 20.2650
O -5.3431 -28.0222 21.2834
O -4.3343 -27.6022 19.4016
O -4.7394 -29.6088 19.9057
C -7.3460 -25.7542 18.8005
N -6.3208 -24.7115 18.5440
O -5.6643 -24.3326 19.4930
O -6.1441 -24.3759 17.3940
H -7.1953 -26.0599 19.8296
H -7.0941 -26.6214 18.1876
H -8.3515 -25.4657 18.5174
C -6.7096 -26.1329 26.8558
O -7.8503 -26.2181 26.0543
C -7.6934 -26.8516 24.8333
C -7.1996 -25.8655 23.7348
O -5.8764 -25.5573 24.0677
C -5.2852 -24.6400 23.1700
H -6.4667 -27.1329 27.2513
H -6.9008 -25.4616 27.6887
H -5.8693 -25.7055 26.2690
H -8.6680 -27.2748 24.5890
H -6.9092 -27.6164 24.9141
H -7.8499 -24.9841 23.7406
H -7.2379 -26.4008 22.7767
H -5.3160 -24.9959 22.1320
H -4.2415 -24.4994 23.4378
H -5.7466 -23.6452 23.1618
C 0.3792 -28.7121 16.7027
O -0.8375 -28.1591 17.2351
C -0.7658 -26.7367 17.4297
C -2.1316 -26.4047 17.9091
O -3.0697 -27.1931 17.1727
C -3.3496 -26.7028 15.8139
H 0.7175 -28.1815 15.8086
H 0.1471 -29.7279 16.3923
H 1.1958 -28.7031 17.4251
H -0.5483 -26.2212 16.4904
H -0.0047 -26.5150 18.1792
H -2.4084 -25.3492 17.9872
H -2.2611 -26.6629 18.9694
H -3.6428 -27.4622 15.0914
H -2.4845 -26.1709 15.4294
H -4.1696 -25.9888 15.9061
C -7.5386 -31.8081 19.7828
O -6.4287 -32.5490 20.2319
C -6.0996 -32.2710 21.5369
C -4.6858 -32.6607 21.9154
O -4.3600 -33.9217 21.4740
C -3.5677 -34.7066 22.3494
H -7.9283 -32.3216 18.9043
H -7.2136 -30.8243 19.4106
H -8.3782 -31.6587 20.4636
H -6.7545 -32.8354 22.2303
H -6.2377 -31.2094 21.7810
H -4.5201 -32.5105 22.9887
H -3.9714 -31.9403 21.4406
H -3.5044 -35.7215 21.9701
H -4.0621 -34.6794 23.3248
H -2.5323 -34.3487 22.4265

No. 2
123
Properties=species:S:1:pos:R:3 method="wB97M-V/def2-TZVPD" smiles="C#Cc1ccc2c(c1)Sc1cc(OC[C@H](C)CC(C)C)c(I)c(B(O)OC)c1N2CCCCCCOC(=O)C=C.c1ccncc1.c1ccncc1.c1ccncc1.c1ccncc1" lumo_energy_ev=-0.76 e_tot_ev=-91140.18237 total_charge=0 homo_ev=-7.64 largest_force_ev_per_a=2.3
C 2.1021 6.9632 4.0859
C 1.4133 6.5720 3.1887
C 0.5871 5.7269 2.3813
C -0.7061 6.1018 2.0041
C -1.5030 5.2638 1.2568
C -1.0545 4.0120 0.8347
C 0.2363 3.6521 1.1942
C 1.0470 4.4931 1.9408
S 0.9155 2.0859 0.7213
C -0.1760 1.6318 -0.6115
C 0.3007 0.6587 -1.4623
C -0.5037 0.2328 -2.5070
O -0.0521 -0.7592 -3.3441
C 0.0642 -2.0128 -2.6339
C -0.0777 -3.1960 -3.5876
C -0.7028 -4.3374 -2.7702
C 1.2889 -3.5605 -4.1941
C 1.4460 -4.9989 -4.7050
C 2.9515 -5.2288 -4.9585
C 0.6124 -5.1978 -5.9987
C -1.7393 0.8238 -2.6929
I -2.8379 0.0823 -4.3502
C -2.2214 1.8173 -1.8372
B -3.6607 2.4387 -2.1087
O -3.7657 3.7979 -2.1412
O -4.8148 1.7050 -2.2927
C -5.0310 0.6409 -1.3671
C -1.4223 2.2337 -0.7597
N -1.9937 3.2136 0.1055
C -2.9584 2.6351 1.0668
C -2.5213 1.3286 1.7810
C -2.7543 1.4601 3.3138
C -1.7089 0.5486 4.0099
C -2.1107 0.1318 5.4304
C -0.8666 -0.3704 6.1598
O -0.0195 0.7898 6.3490
C 1.0622 0.5296 7.1217
O 1.5752 -0.5555 7.1972
C 1.5653 1.6569 7.9493
C 2.9259 1.9168 8.0031
H 2.7814 7.4337 4.7540
H -1.0566 7.0637 2.3564
H -2.5036 5.6047 1.0226
H 2.0470 4.1864 2.2241
H 1.2794 0.2154 -1.3444
H -0.7751 -2.0516 -1.9304
H 0.9777 -2.0757 -2.0360
H -0.8055 -2.9492 -4.3630
H -1.6985 -4.0513 -2.4298
H -0.7992 -5.2414 -3.3696
H -0.0890 -4.5909 -1.9007
H 2.0734 -3.3969 -3.4468
H 1.5213 -2.8944 -5.0305
H 1.1503 -5.7547 -3.9765
H 3.4724 -4.9765 -4.0337
H 3.1564 -6.2526 -5.2648
H 3.2691 -4.5069 -5.7146
H 0.0313 -4.2905 -6.1761
H -0.1027 -6.0140 -5.8951
H 1.2540 -5.3641 -6.8634
H -4.6914 4.0543 -2.0559
H -5.3405 1.0120 -0.3887
H -4.1742 -0.0336 -1.2992
H -5.8593 0.0472 -1.7568
H -3.8987 2.4215 0.5464
H -3.2248 3.3517 1.8400
H -1.4690 1.0871 1.6603
H -3.1776 0.5178 1.4598
H -2.5211 2.4774 3.6218
H -3.7722 1.1965 3.5858
H -1.6347 -0.3444 3.3778
H -0.7506 1.0658 3.9527
H -2.4992 1.0210 5.9314
H -2.8441 -0.6699 5.3522
H -1.0951 -0.8716 7.0986
H -0.3376 -1.0324 5.4730
H 0.8575 2.2514 8.5224
H 3.4600 1.6221 8.9072
H 3.4506 2.4024 7.1844
N 6.1331 -3.9571 -7.1148
C 6.8103 -4.8565 -7.8265
C 6.6611 -5.0329 -9.1939
C 5.7531 -4.2305 -9.8633
C 5.0372 -3.2893 -9.1424
C 5.2643 -3.1931 -7.7780
H 7.5088 -5.4655 -7.2628
H 7.2419 -5.7796 -9.7179
H 5.6055 -4.3363 -10.9307
H 4.3178 -2.6424 -9.6257
H 4.7279 -2.4681 -7.1751
N -1.4724 -2.1919 -8.0849
C -1.3499 -2.4805 -9.3793
C -1.8826 -1.7020 -10.3960
C -2.5858 -0.5600 -10.0488
C -2.7253 -0.2437 -8.7075
C -2.1505 -1.0886 -7.7699
H -0.7948 -3.3847 -9.6056
H -1.7494 -1.9846 -11.4314
H -3.0182 0.0743 -10.8125
H -3.2664 0.6386 -8.3928
H -2.2316 -0.8772 -6.7070
N -4.8348 3.4093 4.3835
C -5.0008 3.2656 5.6963
C -5.8729 4.0340 6.4525
C -6.6135 5.0111 5.8082
C -6.4543 5.1781 4.4422
C -5.5572 4.3534 3.7811
H -4.3985 2.4906 6.1604
H -5.9676 3.8701 7.5171
H -7.3046 5.6334 6.3622
H -7.0126 5.9295 3.9008
H -5.4036 4.4474 2.7103
N 7.3143 0.1181 9.9462
C 6.1861 -0.0051 9.2492
C 5.4497 -1.1775 9.1692
C 5.9152 -2.2894 9.8516
C 7.0882 -2.1830 10.5811
C 7.7450 -0.9614 10.5962
H 5.8615 0.8898 8.7284
H 4.5372 -1.2163 8.5878
H 5.3716 -3.2249 9.8152
H 7.4863 -3.0272 11.1274
H 8.6645 -0.8326 11.1568

No. 3
70
Properties=species:S:1:pos:R:3 method="wB97M-V/def2-TZVPD" smiles=OCCO.OCCO.OCCO.OCCO.OCCO.OCCO.OCCO lumo_energy_ev=0.25 e_tot_ev=-43856.44773 total_charge=0 homo_ev=-9.28 largest_force_ev_per_a=4.5
C -3.4398 2.0117 -1.7129
C -4.2678 1.3007 -2.7629
O -5.5608 1.1277 -2.1749
O -2.1748 2.1927 -2.2629
H -3.4358 1.6517 -0.6759
H -3.7338 3.0417 -1.6069
H -3.8018 0.3517 -2.8239
H -4.4708 1.7737 -3.7339
H -6.1618 1.7767 -2.5899
H -1.7888 2.7467 -1.6249
C -3.2378 -2.2493 2.3061
C -2.4538 -2.2673 0.9641
O -2.1908 -0.8493 0.7841
O -3.5718 -3.6063 2.6891
H -4.2268 -1.7333 2.2871
H -2.6708 -1.8013 3.1691
H -3.1848 -2.5183 0.1701
H -1.5418 -2.8883 0.9091
H -2.7748 -0.3043 1.4061
H -4.3168 -3.5153 3.1891
C 1.7222 -0.4143 4.3891
C 1.6732 -1.3153 3.1181
O 0.3832 -1.8523 3.0751
O 3.0022 0.0797 4.6961
H 1.2382 -0.9013 5.1971
H 1.0722 0.4207 4.3611
H 2.3672 -2.1773 3.1851
H 1.9482 -0.7533 2.1531
H 0.4112 -2.6893 2.5471
H 2.7932 0.8807 5.2971
C 2.3722 2.9947 -2.8879
C 1.5762 1.7447 -2.7529
O 1.4362 1.0537 -3.9829
O 2.0512 3.8437 -1.8979
H 2.1852 3.3547 -3.8919
H 3.4302 2.8667 -2.9419
H 0.5932 1.8237 -2.2269
H 2.1252 1.1797 -1.9939
H 0.6572 0.4847 -3.9179
H 2.0902 3.3627 -1.0569
C 4.3492 -2.1163 0.6971
C 3.8712 -3.2963 -0.2489
O 3.0652 -2.7133 -1.2389
O 4.9082 -2.6543 1.8471
H 3.6512 -1.2683 0.7891
H 5.1652 -1.7273 0.2661
H 3.1742 -3.9783 0.2791
H 4.6582 -4.0133 -0.6139
H 2.2912 -2.3103 -0.8069
H 5.3122 -1.9503 2.3781
C -0.7218 -0.5333 -1.9159
C 0.4512 -1.4443 -1.6599
O 0.6912 -1.6973 -0.2789
O -0.7858 0.0287 -3.1839
H -0.7508 0.3207 -1.2879
H -1.6208 -1.0973 -1.7049
H 1.4272 -0.9693 -1.9199
H 0.2752 -2.3173 -2.2389
H -0.1078 -1.4243 0.2011
H -1.5918 0.5847 -3.0659
C -0.2348 3.1937 0.5651
C -0.3348 1.6287 0.8171
O -0.2378 1.1887 2.1021
O -0.9098 3.7057 -0.5169
H 0.7852 3.6367 0.7121
H -0.8648 3.5727 1.3951
H 0.4802 1.1937 0.2671
H -1.3188 1.3347 0.3141
H -0.2388 0.2117 2.1031
H -0.9598 4.6807 -0.4219